[1]
ORCA calculation (ωB97M-V/def2-TZVPD) on 2 unconnected molecules or ions with the total composition C28H52B2N3O4 at a distorted geometry.

The geometry in ORCA input format:
```
! RIJCOSX wB97M-V def2-TZVPD def2/J DEFGRID3
* xyz 1 1
C 6.44990 -4.48609 2.77719
B 5.00086 -3.80881 3.16340
O 4.85755 -3.27103 4.48384
C 3.86791 -3.80396 1.99772
C 2.33374 -4.08828 2.35889
O 1.89435 -4.71283 3.36620
N 1.54048 -3.42994 1.28473
C 2.44353 -2.74267 0.28169
C 1.89647 -1.37705 -0.38381
C 0.31018 -1.16584 -0.30199
C -0.19248 -0.15429 0.83630
C -0.36599 -0.85632 2.29904
C 0.64018 1.21477 0.95029
B 2.76772 -3.69521 -1.00839
N 2.03135 -5.00827 -1.15275
O 3.75293 -3.39696 -2.02692
C 3.68447 -2.37422 1.26954
C 5.00910 -1.95743 0.46786
O 5.78514 -0.90260 1.14319
C 6.62734 -0.38313 0.07774
C 7.86959 -1.23722 -0.28956
C 8.77745 -0.74214 -1.45802
C 8.35310 0.56686 -2.15862
C 7.12171 1.42875 -1.78794
C 6.20476 0.93048 -0.61478
H 7.15841 -4.52356 3.68862
H 6.33610 -5.55590 2.37573
H 6.99899 -3.89497 1.96255
H 5.68041 -3.52572 4.96771
H 4.16973 -4.70815 1.35932
H 0.77585 -3.99126 0.88723
H 2.15595 -1.44238 -1.51000
H 2.52502 -0.52064 0.02827
H -0.08167 -0.79288 -1.31353
H -0.23502 -2.16722 -0.11351
H -1.27262 0.15144 0.54035
H -1.08878 -0.15541 2.86999
H 0.62599 -1.00292 2.83617
H -0.95427 -1.81681 2.11468
H 1.72007 0.99469 1.30249
H 0.20119 1.89675 1.77453
H 0.72198 1.80823 -0.02153
H 2.16570 -5.55115 -0.27596
H 2.58372 -5.55269 -1.84887
H 3.41633 -3.81118 -2.85305
H 3.36897 -1.54293 2.00852
H 5.63773 -2.88596 0.24471
H 4.65327 -1.47438 -0.52175
H 8.07119 -2.19927 0.29781
H 9.66465 -1.39279 -1.73481
H 8.98930 0.92190 -3.03336
H 6.81485 2.37929 -2.32680
H 5.25867 1.48974 -0.29022
C -7.63664 4.87167 -2.17827
C -6.12683 4.88186 -1.99599
C -5.42935 3.57770 -2.38775
C -5.76804 2.25728 -1.68594
N -5.25940 1.98223 -0.25935
C -5.72947 2.98275 0.79146
C -7.18610 2.64156 1.00669
C -7.20500 1.12489 1.01780
C -5.98191 0.67952 0.22355
C -3.75753 1.67963 -0.14635
C -2.80921 2.73825 -0.67897
C -2.29441 2.39801 -2.07955
H -8.11511 4.04673 -1.64837
H -8.06252 5.80362 -1.79883
H -7.89653 4.79194 -3.23694
H -5.87365 5.19175 -0.98199
H -5.72372 5.67437 -2.63587
H -4.36171 3.77663 -2.38242
H -5.66240 3.41335 -3.44797
H -5.35899 1.43835 -2.28536
H -6.85308 2.11789 -1.67436
H -5.15682 2.79384 1.70372
H -5.52825 3.99639 0.46667
H -7.80966 3.02083 0.19586
H -7.57657 3.06400 1.93412
H -8.13012 0.72908 0.59330
H -7.13609 0.74543 2.04067
H -6.22086 0.06594 -0.64628
H -5.29554 0.13082 0.87238
H -3.59356 0.71853 -0.64323
H -3.56290 1.54091 0.92100
H -1.93185 2.77355 -0.02457
H -3.24459 3.73974 -0.63306
H -1.53095 1.61607 -2.02454
H -1.83302 3.27803 -2.53842
H -3.08060 2.03643 -2.74305
*
```

Max |F| in eV/A: 4.98
HOMO level in eV: -10.0
Frontier orbital gap in eV: 7.7

***

[2]
ORCA calculation (ωB97M-V/def2-TZVPD) on 7 unconnected molecules or ions with the total composition C28H52BN5O9P at a distorted geometry.

The geometry in ORCA input format:
```
! RIJCOSX wB97M-V def2-TZVPD def2/J DEFGRID3
* xyz 1 1
C 4.22390 2.14580 1.50124
C 3.65445 0.65818 1.46702
P 3.44108 -0.00509 -0.26964
C 4.59840 -1.41205 -0.68531
C 5.70324 -0.85592 -1.72366
N 1.73519 -0.34603 -0.65794
C 0.96460 -1.43377 -0.22706
C 1.27829 -2.64385 0.61943
C 0.38074 -3.83013 0.45854
C 0.75099 -4.92545 1.35884
C 1.88156 -4.91170 2.28206
N 2.67897 -3.81094 2.39818
C 2.34187 -2.77062 1.61072
N -0.34303 -1.28179 -0.73069
N -0.34113 -0.15924 -1.45574
N 0.84230 0.34715 -1.36913
O 1.24317 1.51108 -1.94087
B 0.75929 2.57123 -1.07424
O 0.74124 3.89233 -1.51548
O 0.32027 2.27184 0.24735
H 5.10004 2.19144 2.21720
H 3.40950 2.87681 1.74791
H 4.64170 2.42909 0.49154
H 2.66303 0.63663 2.01402
H 4.34327 0.00060 2.07163
H 4.11047 -2.28115 -1.20890
H 5.18482 -1.80314 0.18563
H 5.53826 0.22155 -1.98952
H 6.74858 -0.99380 -1.33673
H 5.66294 -1.42076 -2.69765
H -0.48591 -3.85686 -0.23486
H 0.11327 -5.84503 1.33377
H 2.07729 -5.81595 2.91340
H 2.98193 -1.85494 1.73890
H 0.57941 4.40278 -0.69616
H 1.03476 2.57598 0.84528
C -5.96521 -0.79181 0.77291
C -4.64057 -1.34604 0.32049
O -4.47059 -2.53800 0.16833
C -3.52678 -0.36181 0.06180
H -6.66756 -1.60920 0.91909
H -5.84215 -0.26131 1.71991
H -6.36650 -0.11903 0.01405
H -3.29538 0.18712 0.97717
H -3.81848 0.33089 -0.73034
H -2.63600 -0.90430 -0.25687
C -9.51465 -1.59722 2.64979
C -9.49062 -0.44790 1.67509
O -8.80568 -0.48485 0.67323
C -10.34926 0.74612 1.99440
H -8.85147 -2.38685 2.29473
H -9.16755 -1.26173 3.62888
H -10.52671 -1.99854 2.72692
H -10.03761 1.18432 2.94397
H -11.39864 0.44785 2.04215
H -10.23344 1.49390 1.20987
C 1.27229 -2.33387 -3.40607
C 2.52394 -2.62945 -4.18101
O 3.58485 -2.14603 -3.84630
C 2.40935 -3.53897 -5.37431
H 1.51588 -1.67003 -2.58381
H 0.53845 -1.84330 -4.04853
H 0.85929 -3.25984 -3.00047
H 1.73086 -3.10365 -6.11038
H 2.04546 -4.51945 -5.06140
H 3.39131 -3.65981 -5.83183
C 6.26942 1.64785 -6.44410
C 6.99293 0.64007 -5.58794
O 7.74972 0.98919 -4.70573
C 6.74042 -0.81549 -5.87063
H 6.54683 2.65412 -6.12939
H 6.55127 1.51819 -7.49063
H 5.19029 1.52926 -6.32731
H 7.04439 -1.05513 -6.89139
H 5.68192 -1.04453 -5.72793
H 7.32617 -1.42266 -5.17973
C 5.94397 2.33581 6.05033
C 5.60083 1.27934 5.03418
O 6.18577 1.21165 3.97147
C 4.50281 0.30927 5.38877
H 6.74856 2.96135 5.66348
H 5.07240 2.96457 6.24238
H 6.27991 1.86607 6.97652
H 3.56767 0.84890 5.55177
H 4.77520 -0.24945 6.28564
H 4.36246 -0.39496 4.56757
C -7.93683 3.86729 0.50218
C -8.40430 4.18789 1.89913
O -8.42057 3.34167 2.76715
C -8.85035 5.60106 2.17277
H -7.64723 2.81682 0.45020
H -8.74479 4.04348 -0.21045
H -7.07137 4.48284 0.24896
H -9.69874 5.85390 1.53407
H -8.02540 6.29312 1.99330
H -9.15895 5.68700 3.21481
*
```

Max |F| in eV/A: 5.29
HOMO level in eV: -10.8
Frontier orbital gap in eV: 6.7

***

[3]
ORCA calculation (ωB97M-V/def2-TZVPD) on a molecular structure, C28H52F6O11PRb at a distorted geometry.

The geometry in ORCA input format:
```
! RIJCOSX wB97M-V def2-TZVPD def2/J DEFGRID3
* xyz 0 1
Rb 17.70465 17.23965 18.18925
P 21.53479 17.45561 17.10858
F 21.12385 18.04189 15.64440
F 20.25956 16.42674 17.12146
F 22.51267 16.44076 16.30986
F 22.01164 16.82267 18.51454
F 22.74958 18.52107 17.18200
F 20.59665 18.56299 17.84112
C 16.52355 20.01110 15.84574
C 17.65151 20.60137 16.59044
C 18.09208 21.73072 15.64339
O 18.00455 21.14453 14.35110
C 16.72961 20.38316 14.32072
H 15.62062 20.46705 16.25187
H 16.40823 18.92763 15.87560
H 18.46321 19.88450 16.71434
H 17.43434 20.94248 17.60265
H 19.12484 22.01173 15.84970
H 17.54129 22.65946 15.79230
H 16.77853 19.46349 13.73768
H 16.03495 21.07687 13.84711
C 17.83020 15.12249 13.76404
C 17.01411 13.98645 14.24937
C 16.35502 14.58593 15.44406
O 17.20763 15.68887 15.88430
C 18.35978 15.74416 15.03458
H 17.27272 15.89536 13.23492
H 18.53558 14.76364 13.01452
H 17.77789 13.30973 14.63250
H 16.35608 13.61184 13.46531
H 16.06609 13.89672 16.23754
H 15.42044 15.05832 15.14156
H 19.19525 15.14044 15.38901
H 18.68022 16.76921 14.84834
C 17.93833 17.28052 23.37366
C 19.39074 17.27373 22.88200
C 19.20460 17.02712 21.34664
O 17.80594 16.72448 21.10167
C 17.19785 16.37146 22.35240
H 17.44291 18.24913 23.30685
H 17.87638 16.89382 24.39086
H 19.93224 16.46882 23.37897
H 19.87424 18.22701 23.09554
H 19.79833 16.15794 21.06360
H 19.53013 17.84176 20.69974
H 17.48275 15.35309 22.61670
H 16.10844 16.40338 22.36954
C 16.63328 12.45451 19.96179
C 18.11990 12.74611 19.78121
C 18.07057 13.68993 18.57120
O 16.96268 14.49406 18.69732
C 15.94813 13.78122 19.52304
H 16.35081 12.07062 20.94207
H 16.34999 11.72440 19.20364
H 18.77995 11.87932 19.81454
H 18.36917 13.31102 20.67947
H 17.94640 13.14101 17.63774
H 18.92704 14.33916 18.38931
H 15.04748 13.55725 18.95139
H 15.70749 14.33890 20.42812
C 12.66282 16.29560 19.32306
C 12.95591 17.65120 19.94407
C 14.41429 17.89425 19.59446
O 14.80505 16.77828 18.80685
C 13.63624 16.26221 18.18948
H 11.63390 16.20246 18.97556
H 12.85383 15.48391 20.02506
H 12.67845 17.71101 20.99646
H 12.39671 18.45944 19.47274
H 14.96549 17.90152 20.53480
H 14.56503 18.81806 19.03595
H 13.83919 15.26054 17.81061
H 13.51533 16.91153 17.32238
C 18.41316 22.73910 23.32493
C 17.52396 21.50757 22.89140
C 16.11122 21.97449 22.37471
O 16.02809 21.20127 21.18853
C 17.23049 20.55066 20.96181
O 17.47361 19.77858 20.01781
O 18.13561 20.82515 21.86737
H 17.81644 23.46836 23.87285
H 18.92556 23.21870 22.49095
H 19.16687 22.34280 24.00534
H 17.21687 20.83115 23.68907
H 16.05142 23.01853 22.06728
H 15.33583 21.69122 23.08649
C 13.91691 21.77136 18.61556
C 13.82060 22.95873 17.70426
C 15.10698 23.76494 17.72531
O 15.24302 24.11993 16.36987
C 14.57473 23.32142 15.61250
O 14.50886 23.36895 14.43389
O 13.85683 22.51264 16.35531
H 13.90400 22.01030 19.67896
H 14.73111 21.12116 18.29550
H 13.05479 21.11595 18.49191
H 12.95843 23.60073 17.88478
H 15.99675 23.20934 18.02147
H 14.89355 24.67007 18.29391
*
```

Max |F| in eV/A: 4.65
HOMO level in eV: -9.3
Frontier orbital gap in eV: 8.9

***

[4]
ORCA calculation (ωB97M-V/def2-TZVPD) on 5 unconnected molecules or ions with the total composition C28H52N7O at a distorted geometry.

The geometry in ORCA input format:
```
! RIJCOSX wB97M-V def2-TZVPD def2/J DEFGRID3
* xyz 1 1
C 2.03948 -2.57067 0.56143
C 1.74345 -2.38807 -0.98315
C 1.04481 -0.99299 -1.27347
N -0.40500 -1.15540 -0.98829
C -1.30358 -1.47966 -1.92981
N -2.55940 -1.51583 -1.37142
N -3.68401 -1.78554 -2.12071
C -4.61598 -2.74400 -1.48573
C -5.97735 -1.95417 -1.20435
C -2.38069 -1.19151 -0.02831
C -3.47728 -1.07170 1.05099
C -3.58192 -2.41411 1.91098
C -1.01198 -0.95018 0.28190
C -0.32935 -0.52869 1.60916
O -0.97057 0.55942 2.25588
C -1.23067 1.64634 1.36106
H 2.50803 -1.63587 0.96300
H 2.71893 -3.44038 0.71149
H 1.07450 -2.80721 1.07498
H 0.99420 -3.16443 -1.29121
H 2.67818 -2.43743 -1.58640
H 1.12523 -0.71206 -2.35200
H 1.46714 -0.17573 -0.64965
H -1.15818 -1.68714 -3.00472
H -4.14340 -0.94272 -2.45657
H -4.91569 -3.58473 -2.16558
H -4.23401 -3.20269 -0.54774
H -5.74913 -0.86423 -1.03783
H -6.67693 -2.00536 -2.07023
H -6.45452 -2.28874 -0.24652
H -4.47184 -0.74899 0.67707
H -3.12396 -0.29282 1.77635
H -2.97768 -2.30669 2.84884
H -3.19754 -3.30546 1.36139
H -4.63909 -2.62639 2.21776
H 0.72632 -0.24274 1.36101
H -0.27617 -1.40710 2.29377
H -1.08274 2.61175 1.91472
H -0.53737 1.69050 0.48349
H -2.30851 1.64986 1.03958
C -2.42484 -6.26676 -3.18373
C -2.54939 -7.66303 -2.58281
C -3.87271 -7.87732 -1.84243
C -3.99144 -6.91268 -0.72064
N -4.08268 -6.16840 0.14612
H -2.43752 -5.49400 -2.41072
H -1.48206 -6.16916 -3.72482
H -3.24020 -6.06673 -3.88379
H -1.71288 -7.83184 -1.89996
H -2.46579 -8.40305 -3.38155
H -3.92100 -8.89148 -1.44293
H -4.71802 -7.74001 -2.51978
C 4.85865 2.67638 1.40712
C 5.41142 1.29804 1.75337
C 5.96758 0.55460 0.53598
C 4.89572 0.34718 -0.47003
N 4.06780 0.18721 -1.24730
H 4.01426 2.61293 0.71636
H 4.50267 3.17891 2.30790
H 5.62906 3.30169 0.95095
H 4.61938 0.70435 2.21907
H 6.20638 1.40948 2.49349
H 6.36276 -0.41720 0.83610
H 6.77960 1.12308 0.07807
C 8.68916 6.65571 1.89770
C 8.99528 6.03878 0.53723
C 8.21494 4.74631 0.27996
C 8.56220 3.72732 1.30373
N 8.83549 2.94289 2.09382
H 8.97846 5.99148 2.71466
H 9.24332 7.58666 2.02530
H 7.62360 6.87864 1.99647
H 10.06808 5.84165 0.46968
H 8.75202 6.76178 -0.24478
H 8.45660 4.35094 -0.70835
H 7.13988 4.93461 0.31590
C -6.17521 4.10956 -0.23136
C -4.71219 3.99510 0.18365
C -4.28420 5.08752 1.16759
C -4.45332 6.42543 0.54845
N -4.58276 7.45803 0.07012
H -6.37141 5.04609 -0.75634
H -6.44310 3.29616 -0.90847
H -6.83460 4.05805 0.63840
H -4.08530 4.03746 -0.71159
H -4.54850 3.01636 0.64448
H -3.23661 4.95616 1.44452
H -4.88346 5.03886 2.07896
*
```

Max |F| in eV/A: 3.63
HOMO level in eV: -12.5
ΔE to the lowest compared entry with this formula, charge and spin in eV: 2.6845
Frontier orbital gap in eV: 10.2

***

[5]
ORCA calculation (ωB97M-V/def2-TZVPD) on a molecular structure, C28H53Cl2IrN4O7S2Si at a distorted geometry.

The geometry in ORCA input format:
```
! RIJCOSX wB97M-V def2-TZVPD def2/J DEFGRID3
* xyz 0 5
Ir -1.61921 1.92788 -0.17197
Cl -2.57465 3.21090 1.77085
C -3.99838 3.79505 0.83516
Cl -3.94037 3.19110 -0.86653
H -3.99509 4.89666 0.83386
H -4.86814 3.32628 1.30933
C -0.37222 -1.81510 -6.44834
C -1.60436 -2.16786 -5.57805
C -2.87426 -1.42840 -6.08908
C -1.38976 -2.01980 -4.09446
N -1.46177 -0.70750 -3.43357
C -1.01573 -0.35583 -2.19313
N -1.43255 0.90089 -1.98818
N -2.11992 1.28120 -3.14694
N -2.11632 0.31123 -3.97479
H -0.54618 -2.10769 -7.48058
H 0.50486 -2.34669 -6.07420
H -0.15594 -0.73057 -6.38951
H -1.76701 -3.26675 -5.76323
H -2.71986 -0.35145 -6.08199
H -3.74010 -1.72690 -5.49591
H -3.03898 -1.74421 -7.12799
H -0.40017 -2.39518 -3.82799
H -2.11324 -2.62506 -3.48927
H -0.53963 -1.00314 -1.45603
C 4.18665 -0.73111 -0.61556
C 3.30295 0.17758 -1.45289
C 4.08876 1.36570 -2.04931
C 2.62365 -0.67632 -2.49131
O 2.19385 0.77636 -0.69991
Si 1.77564 0.42211 0.86790
S 0.08456 1.71895 1.34577
O 1.32636 -1.16869 0.88259
C 1.32582 -2.12806 1.99009
C 2.72309 -2.46597 2.43765
C 0.43224 -1.51587 3.07879
C 0.68249 -3.40504 1.42494
O 3.05222 0.63475 1.88200
C 3.72432 1.75485 2.55443
C 3.72604 2.97027 1.61871
C 5.18055 1.31483 2.83737
C 2.95499 1.98325 3.84246
H 5.05279 -1.08145 -1.21078
H 3.64661 -1.62982 -0.33517
H 4.61378 -0.24706 0.25099
H 4.85959 1.00945 -2.71591
H 4.53768 1.97027 -1.27766
H 3.42764 2.00882 -2.65194
H 3.37227 -1.19960 -3.09732
H 1.98553 -0.07558 -3.13815
H 1.98702 -1.43665 -2.03530
H 3.32018 -1.56613 2.58377
H 3.22595 -3.11633 1.70233
H 2.71385 -3.02827 3.36571
H 0.76614 -0.50894 3.35845
H 0.32164 -2.19443 3.94104
H -0.55506 -1.35746 2.62456
H 1.31356 -3.89419 0.66984
H -0.30512 -3.14807 0.95795
H 0.50239 -4.15378 2.19589
H 3.97506 2.65992 0.61712
H 4.46195 3.71681 1.93524
H 2.73686 3.44188 1.57219
H 5.63679 1.14635 1.86724
H 5.25276 0.36611 3.36593
H 5.70668 2.12192 3.38865
H 1.91088 2.18289 3.59872
H 3.39402 2.75288 4.44976
H 2.97391 1.01808 4.35342
C -4.97306 -4.38034 5.22942
C -4.45350 -3.46375 4.13985
C -3.89655 -3.89196 2.91832
C -3.68541 -2.97602 1.87598
C -3.98116 -1.61894 2.04462
C -4.42273 -1.17063 3.31750
C -4.62406 -2.10096 4.36756
S -4.13272 -0.49450 0.62610
O -3.78149 -1.19656 -0.61255
O -5.42587 0.06009 0.84855
O -3.06088 0.64320 0.83520
H -4.59180 -5.40882 5.20731
H -6.05940 -4.43286 5.16961
H -4.71664 -3.96384 6.20025
H -3.65658 -4.95580 2.78175
H -3.31702 -3.39956 0.94170
H -4.50472 -0.12068 3.56129
H -5.08974 -1.77781 5.29736
C -0.03314 5.73374 -0.74778
C 0.33824 4.29454 -1.05715
C 0.90609 4.04718 -2.46145
O -0.85443 3.56231 -1.06725
H 0.79751 6.42413 -0.60762
H -0.56311 5.76049 0.20105
H -0.67296 6.03366 -1.55693
H 1.03088 3.93942 -0.28371
H 0.29065 4.56944 -3.18080
H 0.90654 2.99011 -2.71845
H 1.90649 4.46052 -2.63750
*
```

Max |F| in eV/A: 3.51
HOMO level (spin up / spin down) in eV: -6.9 / -8.6
ΔE to the lowest compared entry with this formula, charge and spin in eV: 0.0000
Frontier orbital gap (spin up / spin down) in eV: 7.4 / 7.4
Expectation value of S²: 6.016

***

Q: The highest max |F| belongs to which entry?
A: C28H52BN5O9P